{
  "formula": "C10H29BrK2NNaO14P",
  "method": "ωB97M-V/def2-TZVPD",
  "symbols": ["C", "P", "C", "H", "H", "H", "H", "H", "H", "H", "H", "H", "Na", "Br", "O", "H", "H", "K", "C", "C", "O", "C", "O", "O", "C", "H", "H", "H", "H", "H", "H", "H", "H", "N", "O", "O", "O", "C", "O", "C", "O", "O", "C", "H", "H", "H", "H", "H", "H", "C", "O", "O", "O", "H", "K", "O", "H", "H", "H"],
  "positions_angstrom": [[-3.8255, -4.8620, -0.7303], [-3.4467, -3.0598, -1.2247], [-2.9987, -1.2522, -1.9587], [-4.3302, -4.9374, 0.2543], [-2.9095, -5.4700, -0.7500], [-4.4228, -5.2621, -1.5351], [-3.5861, -2.5741, 0.0897], [-2.1449, -3.4897, -1.6523], [-4.5729, -3.0380, -2.0500], [-3.0653, -0.4840, -1.1920], [-2.0055, -1.3127, -2.3851], [-3.6633, -0.9833, -2.7669], [-2.1563, -4.8738, 1.2394], [-5.8484, -3.3165, 1.1836], [0.7305, -1.2855, -1.0027], [0.1581, -1.7372, -1.6450], [1.1956, -0.6105, -1.5295], [-0.5613, 0.6916, -1.1229], [1.5612, 1.0240, 5.6503], [2.0069, 2.0308, 4.6127], [2.9650, 1.4584, 3.7125], [2.6090, 0.6864, 2.7631], [1.4001, 0.3504, 2.4946], [3.6979, 0.2617, 2.1082], [3.3631, -0.6924, 1.0867], [2.4339, 0.6051, 6.1505], [0.9207, 1.5053, 6.3881], [1.0072, 0.1918, 5.1974], [2.5324, 2.8500, 5.0915], [1.1713, 2.4525, 4.0487], [2.5976, -0.2109, 0.5376], [2.9679, -1.5774, 1.5870], [4.1863, -0.9912, 0.4486], [6.0086, 1.0379, 4.5963], [6.1496, 1.9482, 3.7579], [6.4051, -0.1150, 4.3453], [5.3932, 1.2699, 5.6709], [-4.0063, 5.7709, -5.3943], [-4.2653, 4.4589, -5.9161], [-4.5808, 3.5508, -5.0098], [-4.6550, 3.7236, -3.8181], [-4.7957, 2.3910, -5.6317], [-5.1730, 1.3273, -4.7627], [-3.7669, 6.3853, -6.2543], [-4.8871, 6.1620, -4.8927], [-3.1636, 5.7494, -4.7080], [-6.1087, 1.5475, -4.2542], [-4.3927, 1.1398, -4.0268], [-5.3100, 0.4449, -5.3793], [7.1233, -1.3276, -0.8454], [5.9121, -1.3309, -1.1121], [7.6167, -0.3722, 0.0232], [8.0025, -2.1282, -1.2511], [6.8618, 0.1708, 0.2796], [8.6387, -4.0663, -1.0694], [-0.2843, -0.1846, 3.2746], [0.6080, 0.3103, 2.8882], [-0.9346, -0.3343, 2.5588], [-0.6724, 0.2768, 4.0366]],
  "atomic_forces_ev_per_a": [[0.74, 0.01, 0.49], [-0.13, 0.05, -0.25], [-0.02, -0.55, 0.43], [-0.21, 0.01, -0.75], [0.32, -0.12, -0.26], [-0.46, -0.38, 0.09], [0.16, 0.09, 0.12], [0.09, 0.19, -0.06], [-0.21, -0.03, -0.09], [-0.10, 0.21, 0.27], [0.59, 0.03, -0.20], [-0.28, 0.11, -0.20], [-0.63, 0.00, 0.15], [0.38, 0.28, 0.32], [0.14, -0.10, -0.47], [0.38, -0.35, 0.07], [0.78, -1.20, 0.06], [-1.39, 1.75, 0.06], [0.04, -0.28, -0.19], [-0.43, 0.29, 0.66], [-0.11, -0.05, -0.30], [2.22, -0.02, 0.30], [14.54, 1.92, -7.59], [-2.34, 0.35, 0.68], [-0.06, -0.84, 0.42], [0.04, 0.06, 0.04], [0.03, 0.05, 0.01], [0.16, 0.05, 0.21], [0.21, -0.02, -0.10], [0.02, -0.03, -0.17], [-0.78, 0.03, -1.06], [-0.05, -0.05, -0.17], [0.63, 0.51, 0.18], [-0.70, -0.12, -0.14], [0.05, 0.11, -0.02], [0.06, -0.03, 0.05], [-0.04, 0.00, -0.07], [-0.01, 0.05, -0.09], [0.06, 0.15, -0.09], [-0.04, -0.06, 0.11], [0.11, 0.01, 0.04], [-0.01, -0.08, -0.07], [-0.13, -0.23, 0.05], [0.00, -0.02, -0.06], [-0.02, -0.03, 0.07], [-0.01, -0.03, 0.07], [0.03, 0.10, 0.08], [0.00, 0.05, 0.08], [0.06, 0.06, -0.17], [0.14, 0.67, 0.43], [-0.25, 0.06, 0.17], [-0.35, -0.39, -0.50], [-1.07, 2.82, -0.37], [0.09, 0.06, 0.16], [1.23, -3.17, 0.28], [-8.30, -2.86, 2.82], [-4.49, 1.18, 3.64], [-0.09, 0.08, 1.04], [-0.57, -0.34, -0.19]],
  "charge": 1,
  "lumo_energy_ha": -0.181
}

---

{
  "formula": "C10H29N5O6Zn",
  "method": "ωB97M-V/def2-TZVPD",
  "symbols": ["Zn", "C", "O", "N", "N", "H", "H", "H", "H", "C", "O", "N", "N", "H", "H", "H", "H", "C", "O", "C", "C", "N", "C", "C", "O", "C", "H", "H", "H", "H", "H", "H", "H", "H", "H", "H", "H", "H", "H", "H", "H", "C", "C", "O", "O", "H", "H", "H", "H", "H", "H"],
  "positions_angstrom": [[-0.4945, -0.0766, -0.4413], [-0.6055, 1.1804, 2.5246], [-0.6786, 0.6445, 1.4006], [-1.7043, 1.6211, 3.2010], [0.5682, 1.5031, 3.1046], [-2.6264, 1.6385, 2.8100], [-1.6080, 1.7733, 4.1875], [1.4400, 1.2470, 2.6779], [0.5082, 1.9146, 4.0148], [0.8803, 2.8178, -1.0488], [0.5215, 1.6219, -0.9946], [0.1934, 3.7531, -1.7364], [1.8754, 3.2829, -0.2554], [-0.5677, 3.5671, -2.3594], [0.5091, 4.6951, -1.5820], [2.4667, 2.5836, 0.1590], [2.2860, 4.1837, -0.4362], [3.2960, -1.8172, 2.7367], [2.0909, -1.1399, 2.4195], [1.0466, -2.0431, 2.0546], [1.2065, -2.4317, 0.5811], [1.2021, -1.3216, -0.3797], [1.3541, -1.9115, -1.7440], [0.8529, -0.9003, -2.7657], [-0.5203, -0.5861, -2.4815], [-1.0831, 0.1751, -3.5529], [4.0796, -1.0820, 2.8910], [3.6087, -2.5307, 1.9664], [3.1763, -2.4443, 3.6260], [0.0847, -1.6010, 2.3257], [1.0646, -2.8500, 2.7963], [0.3229, -3.0287, 0.3292], [2.0360, -3.1173, 0.3959], [2.0851, -0.8194, -0.2836], [0.5481, -2.6442, -1.8655], [2.3307, -2.3662, -1.8869], [0.9414, -1.3961, -3.7350], [1.5041, -0.0235, -2.8008], [-1.1367, -0.4307, -4.4589], [-0.5681, 1.1186, -3.7205], [-2.1350, 0.3545, -3.3374], [-3.1753, -1.0836, -0.5724], [-3.4094, 0.3896, -0.3414], [-2.2378, 1.1075, -0.8050], [-1.8792, -1.5050, -0.1472], [-3.2944, -1.2591, -1.6493], [-3.9526, -1.7008, -0.1189], [-3.6285, 0.5990, 0.7103], [-4.2891, 0.7434, -0.8819], [-2.4927, 2.0231, -0.6353], [-1.9930, -2.4274, 0.1050]],
  "atomic_forces_ev_per_a": [[1.04, 0.72, 0.24], [0.06, 0.84, -0.48], [-0.22, 0.19, 0.99], [0.54, -0.44, 0.03], [-0.85, -0.33, -0.19], [0.04, -0.33, -0.11], [-0.27, 0.24, 0.12], [0.03, -0.36, 0.23], [0.61, 0.19, 0.15], [-1.15, -0.39, 0.79], [0.76, 0.56, -0.64], [0.86, 0.23, 0.43], [0.10, -0.21, -0.38], [0.00, -0.20, -0.03], [-0.40, 0.24, -0.47], [0.06, 0.07, 0.04], [0.12, -0.01, 0.06], [0.13, -0.64, 0.17], [-0.29, 0.30, -0.23], [0.79, 0.49, 0.63], [-1.36, -1.04, 0.75], [1.03, -0.34, -0.41], [-2.38, 0.41, 0.04], [1.45, -0.50, -0.59], [0.89, 0.00, -0.42], [-1.03, -0.26, -0.34], [-0.05, 0.03, 0.03], [0.00, 0.29, -0.29], [-0.05, 0.30, 0.21], [0.08, 0.54, -0.71], [0.29, -0.70, -0.73], [0.05, -0.11, 0.00], [0.26, 0.25, 0.19], [-0.34, 0.39, 0.57], [0.52, -0.62, 0.46], [0.02, 0.19, -0.35], [-0.27, 0.16, -0.14], [-0.41, 0.37, 0.07], [0.57, 0.02, -0.06], [0.18, -0.06, 0.05], [0.14, 0.22, 0.41], [-1.17, 0.04, -1.30], [-0.10, -0.13, 0.47], [-1.55, -0.12, 0.17], [-1.07, -0.52, 0.37], [0.38, -0.10, 0.04], [0.06, 0.26, 0.32], [0.47, 0.03, 0.07], [0.03, -0.32, -0.24], [0.81, 0.18, -0.13], [0.59, 0.00, 0.11]],
  "charge": 2,
  "lumo_energy_ha": -0.184,
  "de_lowest_kcal_mol": 0.00
}

---

{
  "formula": "C10H29NNiP",
  "method": "ωB97M-V/def2-TZVPD",
  "symbols": ["C", "Ni", "N", "H", "H", "H", "H", "H", "H", "H", "H", "C", "C", "C", "P", "C", "C", "C", "C", "C", "C", "H", "H", "H", "H", "H", "H", "H", "H", "H", "H", "H", "H", "H", "H", "H", "H", "H", "H", "H", "H", "H"],
  "positions_angstrom": [[-1.5887, 1.1052, -3.4956], [0.0274, 0.9052, -2.3234], [0.4151, -1.2715, -3.2316], [-0.8734, 0.9560, -0.9649], [1.2096, 1.7860, -1.8679], [-1.7697, 2.0241, -2.9229], [-2.4482, 0.4261, -3.7178], [-1.0584, 1.2902, -4.4533], [-0.0509, -2.1065, -2.8282], [1.3922, -1.5404, -3.3193], [0.0645, -1.1903, -4.1915], [-0.8736, 2.6480, 0.9920], [0.2138, 1.6100, 1.3099], [0.2361, 1.2462, 2.7990], [0.1180, 0.1978, 0.1168], [1.8056, -0.5735, -0.0808], [2.8232, -0.1813, 1.0263], [1.7634, -2.0829, -0.2828], [-1.1609, -1.0189, 0.6656], [-0.8136, -1.7995, 1.9273], [-2.5662, -0.3743, 0.7374], [-1.8783, 2.2025, 1.0218], [-0.7224, 3.0758, -0.0078], [-0.8436, 3.4719, 1.7190], [1.1923, 2.0543, 1.0757], [-0.7509, 0.9466, 3.1876], [0.9602, 0.4587, 3.0544], [0.5404, 2.1366, 3.3764], [2.1894, -0.1157, -1.0097], [2.5872, -0.6324, 1.9969], [3.8122, -0.5429, 0.7265], [2.9014, 0.9030, 1.1471], [0.8441, -2.4418, -0.7835], [2.6099, -2.3912, -0.9280], [1.8753, -2.6542, 0.6621], [-1.1676, -1.7389, -0.1738], [-0.9267, -1.2013, 2.8533], [-1.5125, -2.6584, 2.0161], [0.2054, -2.2298, 1.9110], [-2.8090, 0.1515, -0.1888], [-3.3133, -1.1619, 0.8677], [-2.6587, 0.3123, 1.5815]],
  "atomic_forces_ev_per_a": [[0.24, -0.66, -0.61], [-0.73, -0.75, 0.89], [0.11, -1.09, -0.20], [-0.44, 0.01, 0.34], [0.90, 0.31, 0.16], [-0.84, 0.10, -0.65], [0.39, 0.78, 0.54], [-0.38, 0.28, 0.17], [0.23, 0.86, -0.29], [0.07, 0.02, 0.04], [-0.03, 0.21, 0.52], [-0.06, 0.10, -0.10], [0.33, 0.03, -0.23], [0.07, 0.09, 0.48], [-0.41, 0.73, -1.42], [0.48, 0.02, 1.14], [-0.12, -0.19, -0.26], [0.13, -0.86, -0.08], [0.30, 0.03, -0.29], [-0.15, -0.60, 0.65], [0.35, -0.34, -0.12], [0.34, 0.22, 0.00], [-0.05, -0.21, 0.19], [0.08, -0.17, -0.02], [-0.21, 0.09, -0.02], [0.25, 0.05, -0.26], [-0.30, 0.15, -0.21], [-0.12, -0.13, -0.17], [-0.43, -0.02, 0.33], [-0.04, 0.05, -0.20], [0.15, -0.04, -0.02], [-0.03, -0.18, -0.02], [0.41, 0.23, 0.28], [-0.24, 0.10, 0.22], [-0.13, 0.40, -0.46], [-0.17, 0.07, 0.11], [0.11, -0.26, -0.56], [0.23, 0.31, 0.01], [-0.49, 0.36, 0.00], [0.11, 0.08, 0.08], [0.02, -0.11, 0.07], [0.07, -0.04, -0.03]],
  "charge": -1,
  "lumo_energy_ha": [0.128, 0.122],
  "spin_multiplicity": 3,
  "s_squared": 2.03,
  "de_lowest_kcal_mol": 10.80
}

---

{
  "formula": "C10H30AsF6KN2O4",
  "method": "ωB97M-V/def2-TZVPD",
  "symbols": ["K", "As", "F", "F", "F", "F", "F", "F", "C", "O", "H", "H", "H", "H", "C", "O", "H", "H", "H", "H", "C", "C", "C", "O", "C", "N", "H", "H", "H", "H", "H", "H", "H", "H", "H", "H", "H", "C", "C", "C", "O", "C", "N", "H", "H", "H", "H", "H", "H", "H", "H", "H", "H", "H"],
  "positions_angstrom": [[-1.1970, 0.7738, 0.7608], [-7.4170, -3.2391, -0.0159], [-8.4024, -2.0766, 0.9250], [-7.3551, -2.0891, -1.3820], [-6.3097, -4.3447, -0.8732], [-7.3913, -4.4198, 1.4007], [-8.9026, -3.9706, -0.7100], [-5.9596, -2.5404, 0.7107], [-3.2066, 0.7414, -5.1907], [-3.4997, 0.1119, -3.9290], [-4.0848, 0.9219, -5.8106], [-2.8269, 1.7453, -5.0008], [-2.4074, 0.2643, -5.7579], [-4.3828, -0.2601, -3.8706], [-5.9417, 3.1290, 1.6241], [-4.8192, 3.6829, 2.1846], [-6.7910, 3.7931, 1.4638], [-5.6442, 2.5820, 0.7294], [-6.2020, 2.2239, 2.1729], [-4.9744, 3.6240, 3.1301], [1.5987, 5.5710, -0.1469], [2.8173, 4.6222, 0.0920], [3.2641, 4.3392, 1.5150], [2.3036, 3.6908, 2.3589], [2.8561, 3.1749, 3.5824], [2.4583, 3.4008, -0.6445], [1.8760, 6.5163, 0.3196], [0.6730, 5.1814, 0.2767], [1.3689, 5.7423, -1.1986], [3.7692, 4.9658, -0.3130], [3.4109, 5.3109, 1.9864], [4.1994, 3.7796, 1.5026], [3.3586, 2.2100, 3.5151], [2.0470, 3.0274, 4.2977], [3.4936, 3.9607, 3.9877], [3.2323, 2.7598, -0.7447], [2.2581, 3.7176, -1.5824], [4.1704, -4.5763, 1.8922], [4.2452, -4.6993, 0.3723], [3.6514, -3.5266, -0.4259], [2.2395, -3.4450, -0.5156], [1.7274, -4.1553, -1.6348], [5.6141, -4.9659, 0.0585], [4.8130, -3.7345, 2.1501], [4.6372, -5.4458, 2.3550], [3.1539, -4.3914, 2.2395], [3.5861, -5.4929, 0.0204], [4.0567, -3.4089, -1.4309], [3.8966, -2.6010, 0.0947], [0.6661, -3.9644, -1.7935], [1.9608, -5.2193, -1.5956], [2.2275, -3.6470, -2.4592], [6.3546, -4.3061, 0.2493], [5.7296, -5.0439, -0.9419]],
  "atomic_forces_ev_per_a": [[-0.07, 0.03, -0.09], [-0.06, -0.83, 0.95], [0.73, -1.04, -0.82], [0.05, -0.80, 1.02], [-1.17, 0.67, 0.26], [-0.48, 1.35, -1.77], [1.65, 0.58, 0.76], [-0.51, 0.23, -0.39], [-0.32, 0.61, 0.54], [0.69, 0.30, -0.42], [-0.07, -0.48, -0.04], [0.05, 0.12, 0.34], [-0.26, -0.59, 0.10], [-0.05, 0.04, -0.42], [-0.80, -2.48, -1.03], [1.28, 0.96, 1.03], [0.11, 0.02, 0.00], [-0.10, 0.81, -0.78], [-0.83, 0.24, 0.63], [0.38, 0.36, 0.13], [1.27, 0.07, 0.87], [-0.92, -1.01, -0.63], [-1.12, 0.26, 1.05], [-0.08, -1.02, -0.24], [-0.53, 1.02, -0.28], [-0.23, -0.35, -0.01], [-0.48, 0.23, -0.06], [0.26, -0.09, 0.35], [0.46, -0.04, -0.10], [-0.14, 0.97, -0.35], [0.61, 0.26, -0.03], [0.12, -0.10, -0.05], [0.34, 0.09, -0.50], [-0.21, 0.15, -0.19], [0.39, -0.27, 0.27], [0.26, -0.10, 0.18], [-0.16, -0.22, -0.26], [-0.02, 0.45, -0.54], [-0.93, 0.45, 0.00], [-0.12, 1.60, 0.88], [-0.63, -0.69, 0.71], [0.66, 0.96, -0.30], [1.06, -0.90, -1.62], [-0.11, 0.26, 0.26], [-0.38, -0.10, -0.03], [0.10, -0.11, 0.13], [0.47, -0.86, 0.25], [0.35, -0.48, -0.19], [0.36, 0.23, 0.10], [-0.02, -0.18, 0.58], [-0.13, -0.03, -0.12], [0.02, -0.62, -0.76], [-0.55, 0.60, 1.00], [-0.17, -0.53, -0.33]],
  "lumo_energy_ha": -0.074
}

---

What strongest force on any atom values result from the calculations? In sequence: 16.51 2.42 1.65 2.80 eV/Å.
What electronic energy values result from the calculations? In sequence: -5783.48397 -2902.55414 -2302.61713 -4244.35259 Eh.